Record 1
# C24H26FN3O4S

The molecule C24H26FN3O4S at a distorted geometry (wB97M-V/def2-TZVPD, OMol25).

Last column: Mulliken charge in e.
Element x y z (Å)
S1 2.7104 0.7478 5.1442  1.11
F1 -2.7631 0.3284 7.1832  -0.31
O1 2.9372 2.0319 4.5619  -0.66
O2 -0.3276 2.8846 -2.6049  -0.42
O3 3.6319 0.2382 6.1109  -0.69
O4 -1.9984 -1.3356 -0.3060  -0.66
N1 -0.5415 -0.2654 -4.3730  0.14
N2 -0.9737 0.4468 -1.2409  0.17
N3 2.6695 -0.4217 3.9392  -0.24
C1 1.0452 0.6713 5.7986  0.02
C2 -1.1824 0.8386 -3.7086  0.85
C3 -1.8664 -2.3785 -4.5688  -0.46
C4 0.0551 -2.2737 -2.9980  0.08
C5 0.8921 2.2706 -4.3591  -0.53
C6 -1.5060 0.4415 6.7255  0.36
C7 0.7483 -0.3195 6.7153  -0.38
C8 1.4494 3.4542 -3.8143  -0.48
C9 0.4334 0.7752 1.2821  -0.56
C10 -1.1291 -0.4818 -0.2729  0.25
C11 0.0829 1.5512 5.3426  -0.04
C12 1.3506 0.7754 2.3143  -0.45
C13 -0.1181 -0.4174 0.8225  0.35
C14 -1.8859 0.5882 -2.3473  -1.15
C15 -0.6985 -3.1640 -3.9812  -0.96
C16 -1.2156 1.4391 5.8089  -0.68
C17 0.2612 -1.6110 1.4295  -0.95
C18 1.1797 -1.6199 2.4581  -0.85
C19 -0.1881 1.9631 -3.5867  -0.42
C20 0.6674 3.7819 -2.7542  -0.77
C21 1.7343 -0.4237 2.9098  0.54
C22 -1.3302 -1.1098 -5.2408  -0.96
C23 -0.5442 -0.4402 7.1939  -0.64
C24 0.5146 -0.9883 -3.6975  -1.16
H1 -0.0280 -3.4746 -4.7870  0.36
H2 1.7920 1.6941 2.6635  0.80
H3 1.2564 -1.2604 -4.4611  0.45
H4 0.7051 4.5900 -2.0511  0.50
H5 -2.1506 -0.5217 -5.6575  0.44
H6 2.3101 3.9830 -4.1682  0.48
H7 -0.2662 1.1563 -1.1431  0.17
H8 1.5379 -0.9693 7.0575  0.44
H9 -1.0597 -4.0612 -3.4753  0.40
H10 0.9298 -2.7940 -2.6030  0.37
H11 -0.6019 -2.0400 -2.1630  -0.12
H12 0.9986 -0.3182 -2.9853  0.48
H13 1.4758 -2.5524 2.9166  0.32
H14 -2.5581 1.4357 -2.1611  0.45
H15 1.2409 1.7186 -5.2058  0.58
H16 -0.1827 -2.5307 1.0798  0.47
H17 -2.5658 -2.1180 -3.7727  0.21
H18 -2.4826 -0.3245 -2.3894  0.35
H19 -1.9949 2.1067 5.4783  0.45
H20 -2.4014 -2.9790 -5.3067  0.38
H21 0.1334 1.7212 0.8543  0.55
H22 -0.8139 -1.1951 7.9149  0.44
H23 -0.6787 -1.4130 -6.0716  0.44
H24 -1.9786 1.1761 -4.3888  0.36
H25 0.3628 2.3213 4.6432  0.47
H26 2.9260 -1.3289 4.2964  0.28

Summary:
**Molecular weight**: 471.554 g mol⁻¹
**E_tot**: -51522.7668 eV
**Net charge**: 0
**SMILES string**: O=C(NC[C@@H](c1ccco1)N1CCCCC1)c1ccc(NS(=O)(=O)c2ccc(F)cc2)cc1
**Gap between HOMO and LUMO**: 0.31584 Eh

Record 2
# C15H15N3

A cluster of 3 separate species, C15H15N3 in total (wB97M-V/def2-TZVPD, OMol25).

Last column: Mulliken charge in e.
Element x y z (Å)
N1 -0.4621 3.1715 -0.4671  -0.58
N2 -1.7692 -2.3161 -1.6849  -0.39
N3 2.0173 1.7848 4.0624  -0.59
C1 -3.5306 -4.3566 -0.9830  -0.15
C2 1.0734 1.2691 3.2878  -0.34
C3 -0.1473 0.9982 -1.4032  -0.14
C4 -2.6497 -2.7961 -2.5533  -0.21
C5 -2.6190 -3.8698 -0.0712  -0.59
C6 3.5278 1.6198 2.2195  -0.54
C7 -3.5273 -3.8217 -2.2652  -0.48
C8 1.2727 0.8946 1.9674  -0.11
C9 1.1306 1.3445 -1.8164  -0.45
C10 -0.9026 1.9510 -0.7523  -0.32
C11 0.7469 3.5115 -0.8740  -0.23
C12 2.5224 1.0941 1.4127  -0.05
C13 3.2317 1.9228 3.5394  -0.20
C14 1.5541 2.6435 -1.6019  -0.29
C15 -1.7757 -2.8321 -0.4619  -0.03
H1 -4.2040 -4.2374 -2.9998  0.35
H2 2.5309 2.9155 -1.9856  0.36
H3 -1.0163 -2.4449 0.2104  0.37
H4 4.0115 2.2509 4.2187  0.35
H5 -4.2390 -5.1206 -0.6917  0.37
H6 0.5308 0.3130 1.4357  0.32
H7 -2.5656 -2.3993 -3.5600  0.36
H8 4.5084 1.7999 1.7981  0.35
H9 1.1547 4.4898 -0.6403  0.35
H10 -0.4953 -0.0211 -1.5373  0.54
H11 0.0840 1.1922 3.7281  0.36
H12 -2.5711 -4.2220 0.9513  0.35
H13 -1.9367 1.7627 -0.4843  0.38
H14 2.7466 0.8268 0.3902  0.47
H15 1.7674 0.6817 -2.3884  0.41

Summary:
**Molecular weight**: 237.306 g mol⁻¹
**E_tot**: -20267.8017 eV
**Net charge**: 0
**SMILES string**: c1ccncc1.c1ccncc1.c1ccncc1
**Gap between HOMO and LUMO**: 0.37636 Eh

Record 3
# C38H73N8O10S

A cluster of 9 separate species, C38H73N8O10S in total at a distorted geometry (wB97M-V/def2-TZVPD, OMol25).

Last column: Mulliken charge in e.
Element x y z (Å)
S1 -0.1647 -0.0482 -0.0065  0.46
O1 -0.4831 3.8616 2.8656  -0.22
O2 0.9089 0.3288 -0.9686  -0.15
O3 0.2801 -1.2479 0.7054  -0.36
O4 -1.4413 -0.3026 -0.7108  -0.18
O5 2.4275 -0.3214 -4.5661  -0.39
O6 -0.3416 1.0610 0.9591  -0.84
O7 2.8334 2.1538 5.1168  -0.30
O8 -3.4778 -4.5302 2.0468  -0.26
O9 1.7399 -3.0825 2.5386  0.15
O10 -0.1776 3.2247 -4.9427  -0.32
N1 -3.9016 -0.9092 -1.8618  0.62
N2 -0.9802 -2.6268 2.5444  0.20
N3 3.3260 -0.8326 0.0365  1.41
N4 0.2675 1.0996 -3.5229  1.32
N5 2.5858 2.3847 -1.2473  0.68
N6 -2.9110 2.6369 0.1020  0.66
N7 0.8752 1.4460 3.4459  1.58
N8 0.6908 -3.1601 -1.1623  2.10
C1 -3.4503 -3.2461 2.6102  -0.85
C2 -0.4728 4.1264 -5.9973  -0.84
C3 -0.2081 1.9454 4.3466  -0.74
C4 1.5871 -4.1682 -1.0552  -0.73
C5 5.4782 -1.2853 0.3411  -1.26
C6 1.7205 0.3181 3.9787  -0.20
C7 3.7894 3.9109 -2.3525  -0.81
C8 3.8020 0.1280 0.8944  -0.45
C9 -0.0200 -0.1142 -4.4026  -0.79
C10 -4.1726 2.2081 -0.2018  -0.72
C11 -0.4277 -4.0050 2.3404  -0.18
C12 1.2097 -0.4352 -5.2250  -1.04
C13 -4.0774 -2.2725 -1.8362  -0.25
C14 -1.3094 2.8877 -4.1809  -1.12
C15 1.3110 -5.1271 -2.0125  -1.01
C16 -4.8414 3.2919 -0.7738  -0.86
C17 2.9968 0.8457 4.6194  -0.96
C18 -2.7691 3.9416 -0.2409  -0.55
C19 2.6013 -1.2722 -3.5192  -0.25
C20 -4.8480 -0.3239 -2.6494  -0.53
C21 2.1111 3.6231 -0.9216  -0.70
C22 4.3370 -1.7347 -0.2626  -0.64
C23 3.5837 2.5384 -2.1749  -0.58
C24 -0.1655 -3.4374 -2.1897  -0.40
C25 -1.1528 2.8928 3.6443  -0.32
C26 0.2448 -4.6298 -2.7872  -1.40
C27 -4.5623 -5.2542 2.6004  -0.84
C28 0.9827 -4.2486 2.8208  -1.02
C29 3.7879 2.6153 6.0139  -0.81
C30 -3.9241 4.3560 -0.8427  -0.99
C31 -2.3628 -2.4257 1.9189  -0.35
C32 -5.7333 -1.3065 -3.0584  -0.82
C33 5.0987 -0.2273 1.1809  -1.22
C34 -1.2743 5.0147 2.5635  -1.07
C35 2.8403 4.5783 -1.5831  -0.77
C36 3.1074 -3.2226 2.8651  -0.75
C37 -5.2582 -2.5122 -2.5181  -0.78
C38 -0.9710 1.8651 -3.1117  0.53
H1 -2.2637 2.0694 0.6327  -0.19
H2 5.7220 0.3450 1.8542  0.51
H3 -2.3058 4.8225 2.2602  0.42
H4 -0.9325 0.1316 -4.9390  0.68
H5 -1.1125 -4.8139 2.5821  0.53
H6 -1.9363 3.2671 4.3108  0.59
H7 -2.2641 -2.6538 0.8610  0.19
H8 2.1548 1.5453 -0.8533  -0.19
H9 -4.6543 -5.1282 3.6826  0.34
H10 -3.3717 -3.0570 3.6874  0.40
H11 3.4209 3.4885 6.5515  0.27
H12 4.1029 -2.5780 -0.8910  0.50
H13 6.4820 -1.6657 0.2491  0.47
H14 -1.7974 3.7773 -3.7653  0.63
H15 -3.3066 -2.9221 -1.4575  0.37
H16 -4.5418 -6.3378 2.4720  0.27
H17 3.4185 0.1605 5.3565  0.56
H18 2.6305 -2.2824 -3.9378  0.41
H19 -5.4647 -4.9359 2.0654  0.32
H20 -4.8745 0.7433 -2.7985  0.45
H21 4.5221 4.3293 -3.0229  0.45
H22 1.0113 -1.4262 -5.6586  0.44
H23 3.6007 -4.1790 2.6827  0.40
H24 1.0808 -0.2072 4.6932  0.57
H25 1.1449 0.1876 -6.1202  0.40
H26 0.4320 1.0449 2.6094  -0.59
H27 -0.7818 1.0891 4.6957  0.37
H28 1.0433 -4.4738 3.8924  0.48
H29 -0.6915 2.2908 -2.1520  -0.04
H30 1.9714 -0.4460 3.2420  -0.17
H31 -1.3756 5.5748 3.4979  0.36
H32 -2.1158 2.4635 -4.7970  0.50
H33 3.6895 -2.4303 2.3927  -0.02
H34 -1.3262 3.7839 -6.5883  0.35
H35 -1.8300 1.2157 -3.0224  -0.34
H36 3.1945 -3.0070 3.9407  0.28
H37 4.0236 1.6859 -2.6653  0.48
H38 2.3516 -0.9255 -0.2098  -0.58
H39 1.7984 -6.0862 -2.0724  0.47
H40 -1.0591 -2.8642 -2.3799  0.46
H41 1.3989 -5.0918 2.2636  0.47
H42 -1.7860 2.3444 2.9309  -0.04
H43 -4.0966 5.3405 -1.2470  0.51
H44 3.5192 -1.0826 -2.9687  0.19
H45 1.7510 -1.1742 -2.8386  0.05
H46 0.2689 2.4705 5.1728  0.32
H47 3.2039 0.9965 1.1173  0.84
H48 -2.4472 -1.3551 2.1079  0.22
H49 -6.6993 -1.2124 -3.5254  0.41
H50 0.7129 0.7205 -2.6528  -0.79
H51 0.7331 -2.2664 -0.6679  -1.09
H52 -0.7704 5.5916 1.7962  0.30
H53 3.7171 0.8501 3.7927  0.30
H54 -0.2727 -5.2083 -3.5353  0.48
H55 -4.3850 1.1547 -0.1266  0.69
H56 0.9049 1.7770 -3.9475  0.61
H57 -1.8055 4.4241 -0.1991  0.69
H58 1.2532 3.6781 -0.2656  0.63
H59 -0.3781 -3.9815 1.2464  0.03
H60 1.4847 2.2361 3.2274  0.48
H61 4.7290 2.9788 5.5738  0.31
H62 -0.2159 -0.8302 -3.6024  0.32
H63 -0.3730 -1.9856 1.9788  -0.16
H64 -5.8387 3.4014 -1.1692  0.44
H65 0.3708 4.1325 -6.6854  0.27
H66 -3.0772 -0.4647 -1.4699  0.49
H67 -5.6380 -3.5182 -2.6176  0.42
H68 2.7056 5.6436 -1.4849  0.48
H69 -4.3636 -2.6933 2.3544  0.59
H70 -0.6204 5.1226 -5.5777  0.30
H71 -0.9829 -2.3125 3.5123  0.53
H72 4.1864 1.8883 6.7314  0.34
H73 2.3761 -4.1448 -0.3185  0.55

Summary:
**Molecular weight**: 834.115 g mol⁻¹
**E_tot**: -83811.8447 eV
**Net charge**: +1
**Gap between HOMO and LUMO**: 0.25918 Eh